# 1
C44H51IIrN6O3S6Se | ωB97M-V/def2-TZVPD

Structure (XYZ):
```
113
C44H51IIrN6O3S6Se ωB97M-V/def2-TZVPD
Ir 0.41 -0.56 0.01
C -3.15 -2.84 2.08
C -2.74 -1.53 2.67
N -3.25 -1.22 3.84
C -2.90 -0.08 4.45
C -2.01 0.80 3.91
C -1.64 2.06 4.66
O -0.23 2.23 4.80
C -1.44 0.49 2.66
C -0.52 1.43 2.09
N 0.25 1.21 1.09
C 0.91 2.35 0.54
C 1.72 3.18 1.30
C 2.32 4.28 0.71
C 2.10 4.57 -0.63
C 1.29 3.75 -1.40
C 0.71 2.65 -0.80
I -0.51 1.31 -1.86
C -1.82 -0.68 1.97
O -1.48 -0.99 0.74
H -3.80 -3.35 2.79
H -2.28 -3.46 1.89
H -3.69 -2.71 1.14
H -3.36 0.10 5.42
H -2.13 2.04 5.64
H -2.02 2.94 4.14
H 0.04 1.84 5.64
H -0.52 2.44 2.50
H 1.89 2.94 2.35
H 2.96 4.92 1.31
H 2.57 5.44 -1.08
H 1.11 3.97 -2.44
C 4.93 -1.93 2.83
S 4.11 -0.36 2.43
C 2.68 -0.56 3.44
C 1.57 -1.26 3.14
S 1.14 -2.08 1.64
S 0.45 -1.48 4.46
C 1.28 -0.54 5.64
S 0.69 -0.23 7.14
S 2.79 0.07 5.06
H 5.89 -1.92 2.33
H 4.34 -2.77 2.47
H 5.09 -2.01 3.90
C 7.70 -0.17 -2.50
C 6.36 0.24 -3.10
C 5.29 0.50 -2.06
N 4.94 -0.73 -1.36
C 3.77 -1.03 -0.82
S 2.54 0.14 -0.82
N 3.60 -2.25 -0.24
C 4.21 -3.50 -0.44
O 3.89 -4.41 0.28
C 5.21 -3.65 -1.54
C 4.85 -3.47 -2.87
C 5.79 -3.66 -3.87
C 7.09 -4.02 -3.54
C 7.45 -4.20 -2.21
C 6.51 -4.03 -1.20
H 8.46 -0.29 -3.28
H 7.65 -1.13 -1.98
H 8.06 0.58 -1.79
H 6.00 -0.54 -3.79
H 6.48 1.15 -3.69
H 4.38 0.90 -2.52
H 5.63 1.23 -1.32
H 5.68 -1.42 -1.28
H 2.90 -2.27 0.51
H 3.84 -3.18 -3.11
H 5.51 -3.53 -4.90
H 7.83 -4.16 -4.32
H 8.46 -4.50 -1.95
H 6.77 -4.21 -0.17
C 2.00 -2.04 -5.33
C 0.72 -2.84 -5.56
C -0.53 -1.97 -5.67
C -0.91 -1.30 -4.35
N -1.57 -2.24 -3.45
C -1.07 -2.78 -2.32
Se 0.66 -2.49 -1.61
N -1.94 -3.67 -1.84
C -1.70 -4.53 -0.68
C -0.84 -5.75 -1.00
C -1.35 -6.63 -2.14
C -0.91 -6.17 -3.53
C -3.09 -3.65 -2.63
C -4.28 -4.36 -2.55
C -5.22 -4.11 -3.52
C -4.99 -3.19 -4.55
C -3.80 -2.49 -4.64
C -2.85 -2.75 -3.65
H 2.88 -2.67 -5.46
H 2.03 -1.63 -4.31
H 2.07 -1.21 -6.03
H 0.58 -3.58 -4.76
H 0.82 -3.42 -6.49
H -1.37 -2.56 -6.03
H -0.36 -1.18 -6.42
H -1.59 -0.46 -4.51
H -0.02 -0.94 -3.84
H -2.68 -4.83 -0.32
H -1.24 -3.90 0.07
H -0.79 -6.32 -0.08
H 0.18 -5.42 -1.22
H -2.45 -6.70 -2.10
H -0.99 -7.65 -1.98
H -1.37 -5.23 -3.83
H -1.18 -6.91 -4.29
H 0.17 -6.05 -3.56
H -4.47 -5.08 -1.76
H -6.16 -4.64 -3.50
H -5.75 -3.02 -5.30
H -3.62 -1.78 -5.43
```

Calculated values
spin multiplicity	1
total charge	+1
HOMO	-9.8	eV
E_LUMO	-2.960	eV

---

# 2
C44H52Cl2IrN7O3S | ωB97M-V/def2-TZVPD

Structure (XYZ):
```
110
C44H52Cl2IrN7O3S ωB97M-V/def2-TZVPD
Ir -0.22 0.14 -0.06
C -0.87 -2.69 -1.63
N -0.62 -3.31 -0.34
C 0.20 -4.52 -0.39
C -1.00 -2.75 0.82
N -1.25 -1.44 0.89
C -2.22 -0.95 1.81
C -3.37 -1.64 2.17
C -4.29 -1.07 3.04
C -4.07 0.21 3.54
C -2.95 0.92 3.14
C -2.02 0.35 2.28
N -0.95 1.07 1.72
C -0.30 2.01 2.41
N -0.01 1.87 3.71
C 0.12 0.54 4.31
C -0.01 2.99 4.65
N 0.07 3.13 1.78
C -0.59 3.54 0.54
C 1.30 3.84 2.11
N -1.10 -3.56 1.90
C -1.70 -4.89 1.81
C -0.83 -3.08 3.24
H -1.20 -3.45 -2.34
H 0.04 -2.21 -2.01
H -1.66 -1.95 -1.54
H 0.95 -4.40 -1.17
H -0.40 -5.40 -0.63
H 0.71 -4.67 0.56
H -3.56 -2.62 1.76
H -5.18 -1.62 3.32
H -4.79 0.66 4.21
H -2.81 1.94 3.47
H 0.40 -0.17 3.53
H -0.81 0.22 4.78
H 0.90 0.58 5.06
H -0.42 3.87 4.17
H 1.00 3.21 5.01
H -0.64 2.73 5.50
H -1.65 3.31 0.59
H -0.16 3.06 -0.34
H -0.48 4.62 0.45
H 1.10 4.82 2.55
H 1.88 3.99 1.20
H 1.90 3.26 2.81
H -2.14 -5.04 0.83
H -2.50 -4.95 2.55
H -0.98 -5.68 2.01
H -0.25 -2.16 3.20
H -0.24 -3.84 3.77
H -1.75 -2.89 3.80
Cl 3.31 -3.17 0.22
C 4.64 -2.89 1.29
C 5.14 -3.93 2.06
C 6.21 -3.69 2.90
C 6.79 -2.43 2.98
C 6.28 -1.40 2.21
Cl 7.00 0.17 2.29
C 5.20 -1.62 1.36
N 4.68 -0.56 0.57
C 5.18 -0.20 -0.63
C 6.25 -0.91 -1.21
C 6.72 -0.55 -2.45
C 6.15 0.53 -3.13
C 5.11 1.26 -2.54
C 4.62 0.93 -1.30
C 3.58 1.80 -0.62
C 2.22 1.15 -0.51
O 1.30 1.45 -1.30
O 2.03 0.29 0.42
H 4.69 -4.91 1.99
H 6.61 -4.50 3.51
H 7.63 -2.24 3.64
H 3.77 -0.18 0.84
H 6.68 -1.76 -0.68
H 7.54 -1.10 -2.90
H 6.52 0.82 -4.10
H 4.70 2.12 -3.06
H 3.46 2.72 -1.19
H 3.93 2.05 0.38
O -1.55 0.76 -1.75
S -1.18 1.28 -3.15
C -2.61 2.26 -3.68
C -2.95 3.35 -2.70
C -4.03 3.19 -1.84
C -4.39 4.22 -0.97
C -3.67 5.41 -0.97
C -2.59 5.57 -1.83
C -2.22 4.54 -2.68
C -1.39 -0.14 -4.25
C -2.79 -0.65 -4.47
C -3.26 -0.73 -5.78
C -4.55 -1.19 -6.04
C -5.37 -1.57 -5.00
C -4.91 -1.49 -3.69
C -3.63 -1.04 -3.42
H -3.44 1.56 -3.82
H -2.32 2.67 -4.65
H -4.60 2.27 -1.86
H -5.24 4.10 -0.32
H -3.97 6.22 -0.32
H -2.05 6.51 -1.85
H -1.40 4.68 -3.37
H -0.70 -0.88 -3.84
H -0.97 0.20 -5.20
H -2.63 -0.42 -6.60
H -4.90 -1.25 -7.06
H -6.38 -1.93 -5.20
H -5.56 -1.78 -2.87
H -3.30 -0.95 -2.40
```

Calculated values
<S²>	6.013
spin multiplicity	5
total charge	+2
HOMO (alpha / beta)	-11.2 / -11.2	eV
E_LUMO (alpha / beta)	-4.180 / -7.552	eV

---

# 3
C44H52F7N6O11PS2 | ωB97M-V/def2-TZVPD

Structure (XYZ):
```
123
C44H52F7N6O11PS2 ωB97M-V/def2-TZVPD
C 0.13 1.25 2.85
C 1.39 0.35 2.46
C 1.93 -0.86 3.32
C 3.20 -1.66 2.84
C 4.00 -1.30 1.54
C 5.29 -2.15 1.13
C 5.87 -3.07 2.33
C 6.49 -1.29 0.49
C 3.48 -0.10 0.70
O 4.09 0.39 -0.49
C 3.86 -0.52 -1.61
C 2.34 -0.59 -2.08
C 1.46 -1.68 -1.35
C -0.05 -1.82 -1.67
C -0.61 -0.84 -2.77
C 0.26 0.23 -3.49
P -0.69 1.32 -4.73
N -1.91 1.99 -3.89
C 1.81 0.38 -3.17
S 2.69 1.64 -4.13
O 2.04 2.98 -3.79
O 2.40 1.46 -5.62
C 4.50 1.88 -3.97
F 4.98 2.12 -2.63
F 4.73 3.17 -4.58
C 5.52 0.89 -4.68
F 6.24 1.61 -5.71
F 6.57 0.47 -3.78
C 4.98 -0.43 -5.39
F 4.53 -0.23 -6.74
F 4.05 -1.21 -4.67
F 6.13 -1.28 -5.55
C -2.18 -1.06 -3.09
O -2.68 -1.06 -4.25
C -3.16 -1.35 -1.85
C -2.55 -2.30 -0.74
C -3.43 -2.61 0.49
C -4.88 -2.01 0.60
C -5.51 -1.09 -0.52
C -7.00 -0.60 -0.30
C -7.20 1.00 -0.22
S -5.63 1.98 -0.06
C -5.63 2.57 1.69
N -5.32 1.54 2.63
N -5.42 2.20 3.83
C -5.76 3.59 3.63
O -5.92 3.85 2.22
C -4.61 -0.79 -1.75
C -5.18 0.12 -2.93
C -5.79 -0.79 -4.14
C -6.02 -2.31 -3.72
O -7.07 -2.75 -3.16
O -5.03 -3.32 -4.02
C -1.05 -2.87 -0.95
O -0.68 -4.01 -0.59
C 2.19 0.69 1.18
H 0.06 2.21 2.20
H -0.87 0.70 2.72
H 0.16 1.64 3.94
H 1.37 -1.09 4.28
H 3.52 -2.51 3.56
H 4.95 -2.89 0.31
H 6.53 -2.48 3.07
H 6.60 -3.82 1.81
H 5.08 -3.72 2.83
H 7.52 -1.80 0.64
H 6.50 -0.19 0.79
H 6.32 -1.30 -0.65
H 4.62 -0.31 -2.43
H 4.12 -1.57 -1.20
H 1.95 -2.34 -0.55
H -1.31 0.55 -5.78
H 0.08 2.40 -5.27
H -1.82 3.02 -3.96
H -3.03 -3.27 1.35
H -5.54 -2.24 1.52
H -7.61 -0.97 -1.21
H -7.50 -1.07 0.62
H -7.83 1.34 -1.13
H -7.82 1.22 0.72
H -5.90 4.32 4.50
H -4.30 0.76 -3.32
H -6.01 0.84 -2.62
H -5.14 -0.77 -5.08
H -6.81 -0.34 -4.44
H -4.82 -3.77 -3.16
H 1.83 1.58 0.55
C -2.29 -7.49 -2.03
N -3.45 -6.70 -1.68
C -4.71 -6.97 -2.35
C -3.40 -5.72 -0.73
O -4.35 -5.03 -0.39
H -2.07 -7.35 -3.09
H -2.49 -8.54 -1.83
H -1.42 -7.18 -1.44
H -5.04 -6.06 -2.87
H -5.46 -7.25 -1.61
H -4.59 -7.78 -3.08
H -2.41 -5.61 -0.28
C -4.28 7.56 8.29
N -4.29 6.46 7.35
C -3.88 5.14 7.80
C -4.68 6.62 6.05
O -4.72 5.74 5.21
H -3.26 7.69 8.66
H -4.95 7.32 9.12
H -4.61 8.48 7.82
H -3.03 4.81 7.20
H -4.70 4.44 7.66
H -3.60 5.17 8.85
H -4.98 7.66 5.82
C 10.21 3.19 2.50
N 9.22 2.31 1.90
C 9.06 2.31 0.46
C 8.43 1.49 2.66
O 7.59 0.73 2.22
H 9.97 4.22 2.24
H 11.19 2.93 2.11
H 10.21 3.09 3.58
H 8.04 2.58 0.21
H 9.26 1.30 0.08
H 9.76 3.01 0.00
H 8.63 1.58 3.74
```

Calculated values
spin multiplicity	1
total charge	0
HOMO	-8.2	eV
E_LUMO	-1.681	eV

---

For the records above, the corresponding E_tot values read -7454.06968 -3739.23080 -4699.97939 Ha.